{
  "formula": "C2H3Cl2OP",
  "method": "ωB97M-V/def2-TZVPD",
  "spin_multiplicity": 3,
  "total_charge": 0,
  "e_homo_ev": [-5.736, -10.642],
  "homo_lumo_gap_ev": [6.42, 8.32],
  "e_above_lowest_kj_mol": 49.6,
  "elements": ["C", "C", "O", "P", "Cl", "Cl", "H", "H", "H"],
  "xyz": [[0.844, 0.825, -0.540], [-0.368, 2.278, 0.394], [0.987, 0.975, -1.677], [0.963, -0.656, 0.544], [-1.747, 1.182, 0.214], [-0.062, 2.752, 2.061], [-0.384, 3.115, -0.365], [1.615, 0.022, 1.724], [2.401, -0.926, 0.197]],
  "lowdin_charge": [-0.747, -1.029, 0.035, 0.735, 0.542, 0.545, 0.065, -0.083, -0.062]
}

***

{
  "formula": "C3H6N4O",
  "method": "ωB97M-V/def2-TZVPD",
  "spin_multiplicity": 1,
  "total_charge": 0,
  "e_homo_ev": -8.976,
  "homo_lumo_gap_ev": 8.88,
  "e_above_lowest_kj_mol": 876.7,
  "elements": ["C", "C", "C", "H", "H", "H", "H", "H", "H", "N", "N", "N", "N", "O"],
  "xyz": [[1.958, 0.225, -0.222], [0.241, -1.421, 0.205], [-1.633, -0.347, -0.163], [1.622, 1.543, -0.478], [2.295, -0.721, -1.189], [2.676, 0.238, 1.082], [0.983, -2.223, 0.140], [-3.073, 0.881, -0.341], [-0.465, 1.539, 1.302], [0.474, -0.156, 0.090], [-1.031, -1.651, -0.002], [-2.789, -0.101, -0.012], [-0.563, 0.506, -0.579], [-0.697, 1.689, 0.167]],
  "lowdin_charge": [-0.069, -0.232, -0.528, 0.157, 0.161, 0.177, 0.135, 0.109, 0.245, -0.273, 0.126, 0.181, -0.064, -0.125]
}

***

{
  "formula": "C8H10N2O",
  "method": "ωB97M-V/def2-TZVPD",
  "spin_multiplicity": 1,
  "total_charge": 0,
  "e_homo_ev": -8.478,
  "homo_lumo_gap_ev": 9.04,
  "e_above_lowest_kj_mol": 932.4,
  "elements": ["C", "C", "C", "C", "C", "C", "C", "C", "H", "H", "H", "H", "H", "H", "H", "H", "H", "H", "N", "N", "O"],
  "xyz": [[-3.671, -0.530, 0.171], [-1.531, 0.385, -0.206], [-0.726, 1.503, -0.394], [0.789, 1.264, -0.362], [1.258, 0.068, -0.121], [0.383, -1.063, -0.007], [-0.885, -0.939, 0.061], [2.704, -0.135, -0.063], [-3.370, -0.910, 1.000], [-3.912, -1.144, -0.421], [-4.815, 0.248, 0.252], [-1.119, 2.321, -0.561], [1.109, 2.330, -0.493], [1.188, -2.258, 0.402], [-1.669, -1.835, 0.124], [2.822, 1.179, 1.470], [4.576, 0.438, 0.420], [2.728, -1.461, -0.961], [3.458, 0.965, 0.567], [3.449, -1.041, -0.670], [-2.764, 0.615, -0.208]],
  "lowdin_charge": [0.050, -0.340, 0.069, 0.003, -0.282, -0.078, -0.050, -0.464, 0.017, -0.041, 0.214, 0.016, 0.136, 0.246, 0.152, 0.130, 0.203, -0.098, 0.009, 0.136, -0.027]
}

***

{
  "formula": "C5H14O3",
  "method": "ωB97M-V/def2-TZVPD",
  "spin_multiplicity": 1,
  "total_charge": 0,
  "smiles": "C=C/C=C/C.O.O.O",
  "e_homo_ev": -8.581,
  "homo_lumo_gap_ev": 8.75,
  "e_above_lowest_kj_mol": 155.1,
  "elements": ["C", "C", "C", "C", "C", "H", "H", "H", "H", "H", "H", "H", "H", "O", "H", "H", "O", "H", "H", "O", "H", "H"],
  "xyz": [[-1.040, -1.833, 1.098], [-0.194, -1.560, -0.007], [0.267, -0.290, -0.308], [1.256, 0.065, -1.234], [1.826, 1.368, -1.536], [-1.508, -2.844, 1.106], [-1.439, -1.222, 1.931], [0.314, -2.362, -0.571], [0.013, 0.530, 0.384], [1.566, -0.824, -1.806], [1.592, 1.574, -2.604], [2.899, 1.427, -1.300], [1.208, 2.073, -0.946], [3.326, 0.025, 1.230], [2.861, 0.477, 1.952], [2.481, -0.124, 0.762], [-2.850, 0.104, -1.090], [-2.053, 0.081, -1.675], [-2.688, -0.769, -0.618], [-2.061, 1.397, 1.467], [-2.654, 2.116, 1.762], [-2.603, 1.166, 0.686]],
  "lowdin_charge": [0.028, -0.205, -0.208, -0.177, -0.104, 0.054, 0.061, 0.115, 0.108, 0.111, 0.091, 0.088, 0.090, -0.069, 0.043, -0.003, -0.096, 0.054, 0.052, -0.090, 0.049, 0.009]
}

***

{
  "formula": "C13H13AuN7O2",
  "method": "ωB97M-V/def2-TZVPD",
  "spin_multiplicity": 3,
  "total_charge": 3,
  "e_homo_ev": [-17.620, -17.592],
  "homo_lumo_gap_ev": [5.91, 4.69],
  "e_above_lowest_kj_mol": 0.0,
  "elements": ["Au", "N", "N", "C", "N", "N", "N", "O", "O", "H", "H", "H", "H", "H", "C", "C", "N", "C", "C", "C", "C", "C", "C", "C", "C", "C", "N", "C", "H", "H", "H", "H", "H", "H", "H", "H"],
  "xyz": [[-1.040, -0.044, -0.252], [-3.315, 0.498, 0.321], [-4.253, 0.066, -0.624], [-3.911, -0.587, -1.725], [-4.797, -0.986, -2.596], [-2.534, -0.812, -1.877], [-2.088, -1.422, -2.877], [-2.555, -1.909, -3.831], [0.614, -1.519, -2.667], [-3.526, 0.068, 1.221], [-3.383, 1.510, 0.419], [-5.235, 0.256, -0.450], [-5.792, -0.818, -2.476], [-4.543, -1.483, -3.439], [2.904, -1.347, -1.954], [1.524, -1.122, -1.782], [1.060, -0.493, -0.714], [1.920, -0.046, 0.242], [3.303, -0.231, 0.141], [3.780, -0.908, -1.006], [4.149, 0.260, 1.177], [3.634, 0.903, 2.254], [2.229, 1.105, 2.383], [1.631, 1.764, 3.474], [0.265, 1.916, 3.517], [-0.508, 1.411, 2.471], [0.038, 0.790, 1.439], [1.379, 0.624, 1.367], [3.249, -1.867, -2.839], [1.021, -1.972, -3.418], [4.843, -1.074, -1.128], [5.217, 0.111, 1.088], [4.287, 1.273, 3.033], [2.245, 2.150, 4.278], [-0.225, 2.417, 4.340], [-1.585, 1.520, 2.488]],
  "lowdin_charge": [1.129, 0.033, 0.062, -0.299, 0.301, 0.040, 0.002, 0.274, 0.091, 0.137, 0.137, 0.200, 0.180, 0.140, 0.062, -0.338, 0.065, -0.140, -0.106, 0.079, 0.038, 0.034, -0.101, 0.076, 0.015, -0.082, -0.017, -0.145, 0.145, 0.148, 0.153, 0.144, 0.143, 0.151, 0.137, 0.113]
}

***

{
  "formula": "C16H24N4O5S2",
  "method": "ωB97M-V/def2-TZVPD",
  "spin_multiplicity": 1,
  "total_charge": 0,
  "smiles": "CSCC[C@@H](NC(N)=O)C(=O)Nc1cccc(S(=O)(=O)N2CCOCC2)c1",
  "e_homo_ev": -8.696,
  "homo_lumo_gap_ev": 9.08,
  "e_above_lowest_kj_mol": 4.1,
  "elements": ["C", "S", "C", "C", "C", "N", "C", "N", "O", "C", "O", "N", "C", "C", "C", "C", "C", "S", "O", "O", "N", "C", "C", "O", "C", "C", "C", "H", "H", "H", "H", "H", "H", "H", "H", "H", "H", "H", "H", "H", "H", "H", "H", "H", "H", "H", "H", "H", "H", "H", "H"],
  "xyz": [[1.341, 4.811, -5.040], [2.499, 4.150, -3.811], [2.691, 2.445, -4.447], [1.520, 1.527, -4.125], [1.567, 0.942, -2.715], [1.608, 1.996, -1.717], [2.197, 1.820, -0.508], [2.392, 2.960, 0.208], [2.470, 0.713, -0.060], [0.334, 0.033, -2.485], [-0.577, -0.038, -3.280], [0.438, -0.638, -1.316], [-0.468, -1.518, -0.735], [-1.673, -1.887, -1.332], [-2.527, -2.769, -0.691], [-2.203, -3.289, 0.551], [-1.004, -2.921, 1.132], [-0.613, -3.498, 2.782], [0.808, -3.545, 2.951], [-1.390, -4.666, 3.072], [-1.178, -2.285, 3.783], [-0.471, -1.027, 3.725], [-0.879, -0.199, 4.946], [-2.276, -0.013, 4.985], [-2.953, -1.248, 5.037], [-2.611, -2.114, 3.821], [-0.136, -2.048, 0.514], [1.807, 4.785, -6.021], [1.134, 5.837, -4.754], [0.423, 4.231, -5.036], [2.830, 2.536, -5.524], [3.614, 2.073, -4.003], [0.571, 2.050, -4.252], [1.518, 0.692, -4.828], [2.464, 0.318, -2.591], [1.454, 2.936, -2.055], [2.382, 3.859, -0.238], [2.896, 2.871, 1.074], [1.262, -0.412, -0.743], [-1.929, -1.481, -2.297], [-3.454, -3.049, -1.168], [-2.844, -3.984, 1.069], [0.595, -1.249, 3.738], [-0.724, -0.472, 2.808], [-0.440, 0.799, 4.902], [-0.545, -0.713, 5.858], [-4.018, -1.012, 5.058], [-2.674, -1.789, 5.952], [-3.057, -3.104, 3.906], [-2.975, -1.619, 2.906], [0.799, -1.799, 0.991]],
  "lowdin_charge": [-0.389, 0.805, -0.453, -0.205, -0.229, 0.097, -0.600, 0.175, 0.028, -0.404, 0.081, 0.147, -0.189, 0.007, -0.054, -0.071, -0.269, 0.669, -0.276, -0.280, -0.234, -0.178, -0.184, -0.128, -0.184, -0.176, 0.004, 0.036, 0.030, 0.032, 0.076, 0.078, 0.109, 0.128, 0.162, 0.061, 0.096, 0.110, 0.103, 0.101, 0.109, 0.111, 0.124, 0.130, 0.128, 0.131, 0.129, 0.131, 0.123, 0.133, 0.123]
}

***

{
  "formula": "C12H26N4O2PtS3",
  "method": "ωB97M-V/def2-TZVPD",
  "spin_multiplicity": 3,
  "total_charge": 2,
  "e_homo_ev": [-13.164, -14.951],
  "homo_lumo_gap_ev": [8.50, 7.56],
  "elements": ["Pt", "C", "C", "S", "C", "C", "S", "C", "C", "S", "H", "H", "H", "H", "H", "H", "H", "H", "H", "H", "H", "H", "N", "C", "C", "C", "C", "N", "C", "N", "N", "C", "O", "O", "H", "H", "H", "H", "H", "H", "H", "H", "H", "H", "H", "H", "H", "H"],
  "xyz": [[1.459, 0.071, 0.894], [0.035, -2.397, 2.363], [0.296, -1.555, 3.596], [0.504, 0.219, 3.202], [2.017, 0.684, 4.094], [3.292, -0.045, 3.709], [3.670, -0.024, 1.917], [3.989, -1.795, 1.608], [2.865, -2.755, 1.963], [1.318, -2.385, 1.069], [-0.837, -2.022, 1.825], [-0.144, -3.434, 2.648], [1.157, -1.889, 4.171], [-0.578, -1.623, 4.242], [1.827, 0.550, 5.160], [2.101, 1.754, 3.904], [3.279, -1.082, 4.035], [4.132, 0.444, 4.201], [4.891, -2.062, 2.158], [4.219, -1.841, 0.543], [2.652, -2.774, 3.028], [3.163, -3.761, 1.669], [1.296, 1.359, -1.062], [-0.021, 2.032, -0.979], [-0.513, 2.567, -2.329], [-0.888, 1.531, -3.418], [-2.333, 1.673, -3.918], [-3.336, 1.179, -2.978], [-3.804, -0.064, -2.926], [-3.758, -0.863, -3.997], [-4.357, -0.500, -1.795], [-1.048, 1.114, -0.297], [-2.210, 1.507, -0.231], [-0.620, -0.019, 0.142], [2.026, 2.043, -1.228], [1.310, 0.716, -1.848], [0.094, 2.886, -0.308], [0.279, 3.209, -2.717], [-1.361, 3.223, -2.124], [-0.727, 0.502, -3.073], [-0.248, 1.683, -4.287], [-2.455, 1.176, -4.878], [-2.546, 2.727, -4.085], [-3.372, 1.681, -2.099], [-3.544, -0.486, -4.903], [-4.237, -1.747, -3.984], [-4.131, -0.010, -0.940], [-4.804, -1.397, -1.738]],
  "lowdin_charge": [0.754, -0.472, -0.447, 0.907, -0.478, -0.456, 0.845, -0.483, -0.458, 0.902, 0.076, 0.102, 0.077, 0.098, 0.103, 0.090, 0.073, 0.097, 0.102, 0.088, 0.068, 0.099, -0.023, -0.297, -0.132, -0.146, -0.146, 0.103, -0.426, 0.218, 0.223, -0.629, 0.037, -0.201, 0.105, 0.095, 0.157, 0.122, 0.122, 0.119, 0.120, 0.115, 0.136, 0.136, 0.119, 0.133, 0.121, 0.132]
}